1.
This record from the Open Molecules 2025 dataset describes 2 unconnected molecules or ions with the total composition C5H10O2. The level of theory is wB97M-V/def2-TZVPD.

The geometry in ORCA input format:
```
! RIJCOSX wB97M-V def2-TZVPD def2/J DEFGRID3
* xyz 0 1
O 0.90 1.22 -0.73
C 0.89 0.01 -0.90
C 1.87 -0.86 -0.13
O 3.12 -0.62 -0.73
H 0.33 -0.47 -1.71
H 1.87 -0.60 0.94
H 1.67 -1.93 -0.24
H 3.21 0.35 -0.74
C -1.09 -0.98 0.63
C -1.78 0.02 0.07
C -1.73 1.43 0.54
H -0.43 -0.78 1.47
H -1.17 -2.00 0.29
H -2.45 -0.18 -0.76
H -2.62 1.56 1.17
H -0.84 1.64 1.15
H -1.78 2.16 -0.27
*
```

Results
E_tot (eV): -9440.33912
Energy above the lowest of the compared OMol25 structures with the same formula, charge and spin (eV): 2.704
HOMO (hartree): -0.357
SMILES string: O=CCO.C=CC

2.
This record from the Open Molecules 2025 dataset describes 2 unconnected molecules or ions with the total composition C5H10O2. The level of theory is wB97M-V/def2-TZVPD.

The geometry in ORCA input format:
```
! RIJCOSX wB97M-V def2-TZVPD def2/J DEFGRID3
* xyz 0 1
C -0.47 0.95 1.56
C -0.18 0.36 0.35
O -1.13 -0.19 -0.47
C 1.14 0.62 -0.47
C 1.42 -0.15 -1.49
C 2.65 -0.90 -1.90
H -1.38 0.56 2.19
H -0.23 2.01 1.68
H -1.77 -0.57 0.17
H 1.93 1.14 0.08
H 0.67 -0.20 -2.28
H 3.61 -0.23 -2.11
H 2.53 -1.44 -2.88
H 3.00 -1.50 -1.11
O -3.80 0.13 2.36
H -4.68 0.13 2.01
H -3.31 -0.71 2.33
*
```

Results
E_tot (eV): -9438.31714
Energy above the lowest of the compared OMol25 structures with the same formula, charge and spin (eV): 4.726
HOMO (hartree): -0.292
SMILES string: C=C(O)/C=C/C.O

3.
This record from the Open Molecules 2025 dataset describes 2 unconnected molecules or ions with the total composition C5H10O2. The level of theory is wB97M-V/def2-TZVPD.

The geometry in ORCA input format:
```
! RIJCOSX wB97M-V def2-TZVPD def2/J DEFGRID3
* xyz 0 3
C 0.71 2.22 1.35
C 0.58 0.71 1.57
C 0.51 1.35 0.25
C -0.58 0.00 2.20
C -0.45 -2.00 -2.96
O 0.38 1.19 -0.96
O 0.04 -1.66 -1.69
H -0.02 2.83 1.80
H 1.65 2.73 1.26
H 1.53 0.12 1.54
H -0.63 -1.02 1.83
H -1.43 0.49 1.85
H -0.73 0.17 3.27
H -1.51 -1.71 -3.08
H -0.30 -3.09 -3.18
H 0.19 -1.56 -3.72
H 0.06 -0.76 -1.33
*
```

Results
E_tot (eV): -9435.95931
Energy above the lowest of the compared OMol25 structures with the same formula, charge and spin (eV): 0.584
HOMO (alpha / beta) (hartree): -0.227 / -0.364

4.
This record from the Open Molecules 2025 dataset describes 2 unconnected molecules or ions with the total composition C5H10O2. The level of theory is wB97M-V/def2-TZVPD.

The geometry in ORCA input format:
```
! RIJCOSX wB97M-V def2-TZVPD def2/J DEFGRID3
* xyz 1 2
C -2.04 -1.03 -0.10
C -0.91 -0.40 -0.83
C 0.32 -0.52 -0.29
O 0.57 -1.27 0.89
C 1.40 0.20 -1.01
C 1.29 1.14 -1.84
H -2.44 -0.28 0.68
H -2.78 -1.45 -0.73
H -1.68 -1.75 0.85
H -1.30 0.20 -1.66
H 1.44 -1.25 1.24
H 2.52 -0.02 -0.83
H 0.50 1.58 -2.29
H 2.17 1.79 -2.11
H 0.41 0.22 2.69
H 0.06 1.72 2.32
O 0.47 1.10 3.02
*
```

Results
E_tot (eV): -9430.66926
Energy above the lowest of the compared OMol25 structures with the same formula, charge and spin (eV): 2.432
HOMO (alpha / beta) (hartree): -0.546 / -0.546

5.
This record from the Open Molecules 2025 dataset describes 2 unconnected molecules or ions with the total composition C5H10O2. The level of theory is wB97M-V/def2-TZVPD.

The geometry in ORCA input format:
```
! RIJCOSX wB97M-V def2-TZVPD def2/J DEFGRID3
* xyz 1 2
C -0.01 -1.47 -1.32
C -0.95 -0.60 -0.57
C -0.55 0.44 0.20
O 0.22 1.49 -0.22
C -1.20 0.76 1.50
C -1.64 -0.21 2.34
H -0.20 -2.52 -1.55
H 0.94 -1.55 -0.71
H 0.38 -0.96 -2.22
H -1.97 -0.98 -0.42
H 0.79 1.80 0.50
H -0.97 1.76 1.87
H -1.76 -1.28 2.08
H -2.09 -0.08 3.31
H 3.82 1.10 -1.58
H 2.27 1.04 -1.28
O 2.94 1.25 -1.94
*
```

Results
E_tot (eV): -9431.60576
Energy above the lowest of the compared OMol25 structures with the same formula, charge and spin (eV): 1.496
HOMO (alpha / beta) (hartree): -0.535 / -0.535

6.
This record from the Open Molecules 2025 dataset describes a molecular structure, C5H10O2Rh. The level of theory is wB97M-V/def2-TZVPD.

The geometry in ORCA input format:
```
! RIJCOSX wB97M-V def2-TZVPD def2/J DEFGRID3
* xyz 1 5
C 2.68 0.15 0.06
O 2.00 -1.11 0.18
C 0.95 -1.17 1.09
C -0.40 -1.19 0.41
O -0.70 0.09 -0.18
C -1.98 0.22 -0.67
C -2.57 1.40 -0.78
H 3.01 0.52 1.05
H 3.53 -0.03 -0.62
H 0.96 -0.34 1.83
H 1.04 -2.12 1.65
H -1.18 -1.42 1.15
H -0.42 -1.96 -0.38
H -2.44 -0.72 -0.97
H -2.02 2.33 -0.67
H -3.63 1.44 -1.05
H 2.50 2.12 -0.54
Rh 0.92 1.21 -0.95
*
```

Results
E_tot (eV): -12435.15019
HOMO (alpha / beta) (hartree): -0.417 / -0.511

7.
This record from the Open Molecules 2025 dataset describes C5H10O2S2 in the gas phase. The level of theory is wB97M-V/def2-TZVPD.

The geometry in ORCA input format:
```
! RIJCOSX wB97M-V def2-TZVPD def2/J DEFGRID3
* xyz 0 1
C -1.94 1.70 -0.69
C -2.03 0.38 0.02
C -1.20 -0.61 -0.01
C -1.17 -1.94 0.70
S 0.34 -0.42 -1.34
S 1.63 0.15 0.28
C 3.22 0.15 -0.39
O 1.23 1.46 0.58
O 1.53 -0.79 1.34
H -1.94 2.49 0.08
H -1.00 1.94 -1.15
H -2.67 2.06 -1.42
H -2.84 0.12 0.68
H -0.36 -2.21 1.41
H -1.99 -2.02 1.47
H -1.53 -2.76 -0.02
H 3.40 -0.90 -0.63
H 3.40 0.73 -1.29
H 3.93 0.46 0.38
*
```

Results
E_tot (eV): -31110.40013
Energy above the lowest of the compared OMol25 structures with the same formula, charge and spin (eV): 0.684
HOMO (hartree): -0.342
SMILES string: C/C=C(/C)SS(C)(=O)=O

8.
This record from the Open Molecules 2025 dataset describes C5H10O2S2 in the gas phase. The level of theory is wB97M-V/def2-TZVPD.

The geometry in ORCA input format:
```
! RIJCOSX wB97M-V def2-TZVPD def2/J DEFGRID3
* xyz 0 1
C 1.18 -0.88 0.78
C 0.73 1.33 -0.41
C 0.13 0.00 -0.13
C -0.90 0.27 0.99
C -0.36 -0.85 -1.28
O 4.71 0.59 -0.80
O 3.63 0.73 1.43
S 2.54 -1.59 -0.19
S 3.53 0.51 0.01
H 1.39 -0.19 1.53
H 0.59 -1.69 1.26
H 0.69 1.73 -1.43
H 0.90 1.96 0.42
H -1.47 -0.64 1.30
H -1.75 0.93 0.63
H -0.51 0.74 1.81
H -0.37 -1.83 -1.00
H 0.30 -0.68 -2.09
H -1.42 -0.59 -1.60
*
```

Results
E_tot (eV): -31108.91230
Energy above the lowest of the compared OMol25 structures with the same formula, charge and spin (eV): 2.172
HOMO (alpha / beta) (hartree): -0.336 / -0.319

9.
This record from the Open Molecules 2025 dataset describes 2 unconnected molecules or ions with the total composition C5H10O2Se. The level of theory is wB97M-V/def2-TZVPD.

The geometry in ORCA input format:
```
! RIJCOSX wB97M-V def2-TZVPD def2/J DEFGRID3
* xyz 0 3
C -1.17 0.57 0.09
C 2.30 1.97 -0.23
C -3.15 -0.50 0.97
C 1.34 -2.13 -0.80
C 2.12 0.51 -0.56
O -1.17 1.42 0.96
O -2.08 -0.43 -0.06
Se 1.73 -0.75 0.64
H 1.23 2.49 -0.30
H 3.05 2.42 -0.99
H 2.52 2.10 0.77
H -3.92 0.29 0.71
H -2.74 -0.21 1.95
H -3.57 -1.60 0.85
H 2.10 -1.85 -1.62
H 1.37 -3.17 -0.47
H 0.38 -1.75 -1.21
H -0.32 0.62 -0.70
*
```

Results
E_tot (eV): -74783.10668
Energy above the lowest of the compared OMol25 structures with the same formula, charge and spin (eV): 0.313
HOMO (alpha / beta) (hartree): -0.248 / -0.339

10.
This record from the Open Molecules 2025 dataset describes 2 unconnected molecules or ions with the total composition C5H10O2Si. The level of theory is wB97M-V/def2-TZVPD.

The geometry in ORCA input format:
```
! RIJCOSX wB97M-V def2-TZVPD def2/J DEFGRID3
* xyz 0 3
C -1.41 2.17 -0.66
C -1.43 1.10 -0.15
C -0.22 -2.59 -0.76
C 1.42 1.65 -1.44
C -0.17 -0.30 2.57
O -0.58 -1.85 0.44
O 1.34 0.37 -0.93
Si -0.63 -0.30 0.70
H -1.51 3.11 -1.14
H -1.09 -2.42 -1.35
H -0.26 -3.54 -0.38
H 0.72 -2.37 -1.17
H 0.48 2.02 -1.86
H 2.22 1.76 -2.17
H 1.62 2.44 -0.52
H -0.11 0.62 2.96
H -1.03 -0.86 3.13
H 0.64 -1.00 2.74
*
```

Results
E_tot (eV): -17313.07125
Energy above the lowest of the compared OMol25 structures with the same formula, charge and spin (eV): 2.265
HOMO (alpha / beta) (hartree): -0.178 / -0.375

11.
This record from the Open Molecules 2025 dataset describes C5H10O3 in the gas phase. The level of theory is wB97M-V/def2-TZVPD.

The geometry in ORCA input format:
```
! RIJCOSX wB97M-V def2-TZVPD def2/J DEFGRID3
* xyz 0 1
C 0.58 -1.69 -1.97
O 0.61 -0.49 -1.29
C 0.57 -0.50 0.11
C 1.24 0.79 0.74
O 0.39 1.95 0.83
C -0.97 1.73 0.64
C -1.38 0.34 1.11
O -0.78 -0.76 0.52
H 1.01 -2.57 -1.38
H 1.09 -1.71 -2.88
H -0.48 -2.06 -2.11
H 1.18 -1.43 0.38
H 2.06 1.11 0.07
H 1.80 0.52 1.66
H -1.58 2.55 0.98
H -1.30 1.65 -0.46
H -1.45 0.29 2.21
H -2.58 0.27 0.84
*
```

Results
E_tot (eV): -11487.03076
Energy above the lowest of the compared OMol25 structures with the same formula, charge and spin (eV): 3.156
HOMO (hartree): -0.355
SMILES string: CO[C@H]1COCCO1

12.
This record from the Open Molecules 2025 dataset describes C5H10O3 in the gas phase. The level of theory is wB97M-V/def2-TZVPD.

The geometry in ORCA input format:
```
! RIJCOSX wB97M-V def2-TZVPD def2/J DEFGRID3
* xyz 0 1
O 3.06 -0.18 -0.29
C 1.98 0.04 -0.78
O 1.49 -0.78 -1.74
C 0.96 0.99 -0.27
C 0.27 0.49 0.99
C -0.63 -0.73 0.81
C -1.86 -0.52 -0.12
O -2.67 0.60 0.21
H 2.06 -1.55 -1.89
H 0.26 1.18 -1.09
H 1.44 1.94 -0.03
H 1.02 0.28 1.76
H -0.25 1.34 1.48
H -0.88 -1.16 1.78
H -0.04 -1.53 0.33
H -2.63 -1.27 0.02
H -1.36 -0.55 -1.12
H -2.22 1.41 -0.04
*
```

Results
E_tot (eV): -11489.59734
Energy above the lowest of the compared OMol25 structures with the same formula, charge and spin (eV): 0.589
HOMO (hartree): -0.379
SMILES string: O=C(O)CCCCO